Molecular formula: C6H11ClN4O2
Method: DFT, ωB97M-V/def2-TZVPD

Atoms and positions in Å:
Cl1 -4.48020 -0.62922 0.91054
O1 -1.22714 -1.11328 0.83918
O2 0.76967 -1.53471 -0.22600
N1 -2.89306 1.16124 -0.36894
N2 1.20606 -0.26653 0.12104
N3 -0.92457 2.73416 -0.63879
N4 2.56780 1.12541 1.42604
C1 0.59782 0.80452 -0.53808
C2 -0.56715 -1.81023 0.17000
C3 -3.38603 0.27254 0.18999
C4 1.95399 -0.02111 1.17334
C5 -0.97140 -3.24707 -0.17082
C6 -0.22062 1.67256 0.05737
H1 -1.88113 -3.37528 -0.83490
H2 -1.11483 -3.61393 0.83840
H3 -0.05074 -3.60187 -0.69805
H4 2.78202 1.73607 0.60176
H5 -0.61643 2.91967 -1.58997
H6 2.14839 -0.92549 1.75259
H7 -2.12989 2.02227 -0.55650
H8 3.14380 1.38417 2.26889
H9 -0.47202 1.19405 1.10468
H10 -0.93482 3.71609 -0.33831
H11 0.81940 0.93037 -1.51245

Values from the calculation:
Expectation value of S²: 2.009
Frontier orbital gap (alpha / beta) (eV): 6.070 / 6.765
HOMO level (alpha / beta) (Eh): -0.489 / -0.671
Total charge: +2
Multiplicity: 3

The molecule's natural (NBO) atomic charges, reported in e, are given here:
1. Cl 0.35
2. O -0.57
3. O -0.31
4. N -0.44
5. N 0.03
6. N -0.82
7. N -0.61
8. C -0.07
9. C 0.82
10. C 0.42
11. C 0.08
12. C -0.71
13. C 0.02
14. H 0.28
15. H 0.27
16. H 0.26
17. H 0.42
18. H 0.43
19. H 0.25
20. H 0.45
21. H 0.48
22. H 0.27
23. H 0.46
24. H 0.23

***

Molecular formula: C64H67BBrF9N6O16S
Method: DFT, ωB97M-V/def2-TZVPD

Atoms and positions in Å:
Br1 1.94509 -6.81303 -5.05552
S1 -3.12073 -2.97949 1.56522
F1 -2.31971 -2.19647 0.45380
F2 -1.08658 -6.01919 -0.10257
F3 -4.43678 -2.85164 0.68289
F4 -1.86818 -3.08046 2.50388
F5 -3.47385 -1.60432 2.23945
F6 -2.53169 -5.50681 1.80972
F7 -3.75524 -5.11424 0.11503
F8 -3.99882 -3.71459 2.66733
F9 -0.38623 -4.06555 0.49188
O1 2.21649 7.05081 7.94366
O2 2.68686 -4.32031 -6.70819
O3 2.75223 -13.57316 -1.56297
O4 2.68719 3.23299 1.64147
O5 1.18286 -14.45753 -2.73656
O6 2.01471 -6.81804 -0.51482
O7 -1.67576 11.07389 7.06600
O8 2.97279 6.59718 5.98208
O9 3.51138 -7.91106 -1.61165
O10 -3.00200 12.64148 7.70015
O11 1.07224 1.74791 -6.44738
O12 3.15994 1.15583 -7.43902
O13 -5.84545 11.27014 2.57290
O14 0.55128 3.35849 1.84671
O15 -7.98742 11.35171 2.74718
O16 -1.23488 -1.93659 -8.20943
N1 1.66811 3.22582 2.30417
N2 2.11460 7.01184 6.73323
N3 2.42514 -7.81925 -1.07461
N4 2.34514 -14.36383 -2.39325
N5 -1.89285 12.18707 7.51490
N6 -6.87360 11.24962 3.21893
C1 1.04687 -0.07738 -8.24674
C2 3.17414 2.71380 5.67692
C3 1.69769 -5.16293 -4.00141
C4 -7.91308 11.02257 5.43830
C5 -2.70929 -4.65255 0.78872
C6 3.02784 -4.35035 -3.85882
C7 0.70969 7.44616 4.76127
C8 -0.13999 -11.16263 -1.22282
C9 1.12864 -11.24144 -1.78075
C10 2.03634 2.65216 6.46980
C11 -1.29008 8.49512 6.38810
C12 -0.47745 -2.87007 -6.11740
C13 1.97645 -10.14718 -1.72832
C14 -1.63188 -4.25674 -1.53652
C15 -5.40170 10.81596 6.61851
C16 -0.91627 -0.37854 -3.44400
C17 -0.65054 -4.34081 -3.84557
C18 -0.73533 13.02156 7.85249
C19 -0.46269 7.92573 4.19897
C20 0.65333 2.98908 4.53252
C21 4.64424 -15.20380 -2.62250
C22 1.62923 13.30847 7.96456
C23 1.43830 14.56698 8.51984
C24 0.15379 15.05072 8.73268
C25 -6.54885 10.74109 7.39733
C26 -0.83742 -5.11769 -2.53966
C27 3.54311 -4.41781 -2.42006
C28 5.55798 -16.06979 -3.20006
C29 0.41730 1.94950 -0.79108
C30 1.85133 2.30177 -2.92394
C31 -0.34851 -2.05735 -7.37838
C32 2.89040 -16.15903 -3.98298
C33 -1.15036 0.57235 -2.25540
C34 0.09446 0.55103 -1.33081
C35 0.99114 -1.41405 -7.56235
C36 -0.94385 14.27626 8.39619
C37 1.53867 -8.98773 -1.11372
C38 0.61707 -3.57927 -5.67341
C39 3.81072 -17.01999 -4.55757
C40 0.86457 7.50160 6.13456
C41 -0.56235 -9.99247 -0.60347
C42 1.87194 -3.43586 -6.50937
C43 -6.76095 11.08600 4.67617
C44 0.55371 -4.34679 -4.52963
C45 1.79693 3.03845 3.75583
C46 0.53698 12.52663 7.62752
C47 -1.71237 -3.64122 -4.30556
C48 3.32080 -15.26493 -3.01953
C49 2.04577 -2.09398 -7.13475
C50 5.14187 -16.97839 -4.16419
C51 0.96914 2.93430 -1.84736
C52 -7.80229 10.84694 6.80825
C53 0.77796 2.79234 5.89831
C54 -2.90466 -2.09948 -5.79326
C55 3.12005 1.63850 -2.36587
C56 3.05658 2.90712 4.31018
C57 -1.76019 -0.05648 -4.68759
C58 0.28071 -8.89494 -0.54477
C59 -3.04706 -0.91077 -4.80899
C60 -1.66392 -2.87705 -5.42976
C61 -5.50569 10.98897 5.24817
C62 -0.12271 8.01435 6.95766
C63 -1.45884 8.45320 5.01060
C64 -1.42334 -4.68827 -0.08187
B1 1.79999 1.01133 -7.34052
H1 -3.33199 -1.31560 -3.83724
H2 1.45085 -12.15032 -2.25676
H3 0.15305 3.49016 -2.31035
H4 1.55585 -0.20593 -9.20780
H5 4.96660 -14.49648 -1.87260
H6 -4.61399 11.04519 4.64086
H7 1.25008 1.59888 -3.50177
H8 1.47591 -5.53411 -3.01552
H9 3.03658 -1.67944 -7.27938
H10 4.51771 -3.95011 -2.32303
H11 -6.46566 10.59936 8.46719
H12 1.48647 7.03845 4.13093
H13 1.85429 -16.19208 -4.28610
H14 -2.36991 8.83494 4.56726
H15 0.94537 0.09351 -1.82916
H16 -1.38913 -6.03615 -2.72597
H17 -1.55095 -9.93430 -0.16822
H18 2.14970 3.07985 -3.62710
H19 0.13197 -0.35112 -3.74613
H20 -2.68680 -4.15683 -1.76736
H21 3.39474 1.01147 -8.36046
H22 -2.65799 -3.65998 -3.78444
H23 -1.38365 1.58396 -2.58053
H24 4.00068 1.92323 -2.93706
H25 1.10849 1.90369 0.04181
H26 2.63002 12.93511 7.79727
H27 2.80123 -3.94682 -1.77347
H28 -1.96511 0.15855 -1.66032
H29 -8.88693 11.10512 4.97882
H30 3.30025 1.89804 -1.32202
H31 -1.10966 -1.39207 -3.09277
H32 -0.59789 7.89142 3.12648
H33 0.00797 16.03148 9.16380
H34 -2.06463 8.89885 7.01369
H35 3.94388 2.95326 3.69624
H36 3.48939 -17.72628 -5.31055
H37 3.74503 -4.68531 -4.59681
H38 0.68387 11.54590 7.19779
H39 -1.94331 14.65118 8.56091
H40 3.04458 0.55167 -2.42053
H41 -0.10652 -0.07423 -0.45693
H42 -3.74643 -2.76631 -5.59603
H43 6.59515 -16.03798 -2.89622
H44 -2.06725 0.98837 -4.67487
H45 -3.86455 -0.28080 -5.16277
H46 -0.04634 -7.98435 -0.06396
H47 -0.10734 2.74596 6.51775
H48 2.73727 -3.31439 -4.04229
H49 0.17823 1.81569 -6.79569
H50 -1.20788 -3.25165 -1.59223
H51 -0.80201 -12.01784 -1.27191
H52 4.15278 2.60952 6.12424
H53 3.56618 -5.45543 -2.10671
H54 -2.95220 -1.79761 -6.82954
H55 2.13003 2.49473 7.53640
H56 2.29373 15.17278 8.78866
H57 -8.69457 10.78994 7.41673
H58 2.96295 -10.20516 -2.16469
H59 -4.42822 10.73791 7.07697
H60 0.03647 0.25266 -8.49575
H61 -1.16963 -0.24436 -5.58594
H62 5.85730 -17.65706 -4.60994
H63 0.12727 -5.29700 -2.08468
H64 -0.32469 3.09874 4.08730
H65 0.01032 8.04633 8.02928
H66 -0.52623 2.36299 -0.43473
H67 1.58887 3.65670 -1.30935

Values from the calculation:
Structure (SMILES): CCCCCCCCCCc1cc(CCC(F)(F)C(F)(F)S(F)(F)(F)(F)F)c([C@@H](Br)CC)c2c1C(=O)C(CB(O)O)=CC2=O.O=[N+]([O-])c1ccccc1.O=[N+]([O-])c1ccccc1.O=[N+]([O-])c1ccccc1.O=[N+]([O-])c1ccccc1.O=[N+]([O-])c1ccccc1.O=[N+]([O-])c1ccccc1
Frontier orbital gap (eV): 8.151
HOMO level (Eh): -0.336
Total charge: 0
Multiplicity: 1

Results of the Löwdin charge analysis, in e, for atoms 1 through 99:
1. Br 0.73
2. S 0.76
3. F -0.12
4. F 0.08
5. F -0.14
6. F -0.11
7. F -0.11
8. F 0.12
9. F 0.14
10. F -0.13
11. F 0.14
12. O 0.07
13. O 0.07
14. O 0.06
15. O 0.08
16. O 0.08
17. O 0.06
18. O 0.05
19. O 0.07
20. O 0.07
21. O 0.09
22. O 0.18
23. O 0.17
24. O 0.08
25. O 0.07
26. O 0.08
27. O 0.12
28. N -0.34
29. N -0.35
30. N -0.34
31. N -0.34
32. N -0.32
33. N -0.36
34. C -0.02
35. C -0.06
36. C -0.60
37. C -0.01
38. C -0.45
39. C -0.25
40. C -0.01
41. C -0.05
42. C -0.06
43. C -0.07
44. C -0.09
45. C -0.04
46. C 0.01
47. C -0.06
48. C -0.07
49. C -0.19
50. C -0.13
51. C -0.14
52. C -0.06
53. C -0.01
54. C 0.00
55. C -0.06
56. C -0.07
57. C -0.06
58. C -0.06
59. C -0.07
60. C -0.08
61. C -0.06
62. C -0.21
63. C -0.25
64. C -0.26
65. C 0.00
66. C -0.17
67. C -0.20
68. C -0.14
69. C 0.00
70. C -0.14
71. C -0.03
72. C -0.06
73. C -0.15
74. C -0.06
75. C -0.29
76. C -0.15
77. C -0.15
78. C -0.15
79. C 0.00
80. C 0.00
81. C -0.14
82. C 0.08
83. C -0.07
84. C -0.21
85. C -0.07
86. C -0.07
87. C -0.11
88. C -0.09
89. C 0.00
90. C -0.17
91. C 0.00
92. C -0.16
93. C -0.16
94. C 0.00
95. C 0.00
96. C -0.06
97. C -0.45
98. B -0.65
99. H 0.11

***

Molecular formula: C9H19NO2
Method: DFT, ωB97M-V/def2-TZVPD

Atoms and positions in Å:
O1 -3.71188 0.55879 0.18627
O2 -2.61027 2.23579 -0.78340
N1 -1.63528 -1.09025 1.60808
C1 0.76991 -1.27346 -0.15986
C2 4.73092 -1.64631 -1.30691
C3 2.13059 -0.84512 0.39398
C4 -1.71278 1.39756 1.23260
C5 2.94877 0.01804 -0.57035
C6 -0.27183 -0.15301 -0.16780
C7 -0.88079 0.07746 1.21976
C8 3.56896 -0.75732 -1.73464
C9 -2.79103 1.33571 0.19185
H1 5.16805 -2.13943 -2.17234
H2 0.89865 -1.64656 -1.17667
H3 1.97907 -0.28852 1.32058
H4 0.17204 0.77601 -0.52771
H5 0.37195 -2.08804 0.44659
H6 2.80617 -1.36802 -2.22055
H7 -2.17813 1.50587 2.21433
H8 3.75328 0.50473 -0.01344
H9 -3.30616 2.15604 -1.45508
H10 -1.06850 2.25283 1.03591
H11 2.31070 0.80679 -0.97401
H12 5.50488 -1.05399 -0.82296
H13 2.70415 -1.73742 0.64740
H14 3.93249 -0.03971 -2.47435
H15 4.40233 -2.41441 -0.61161
H16 -1.07886 -0.42547 -0.85189
H17 -2.43937 -1.20787 0.99902
H18 -1.98071 -1.00097 2.55710
H19 -0.07533 0.20205 1.95278

Values from the calculation:
Structure (SMILES): CCCCCC[C@H](N)CC(=O)O
Energy above the lowest of the compared OMol25 structures with the same formula, charge and spin (kJ/mol): 4.2
Frontier orbital gap (eV): 10.005
HOMO level (Eh): -0.340
Total charge: 0
Multiplicity: 1

The molecule's natural (NBO) atomic charges, reported in e, are given here:
1. O -0.61
2. O -0.68
3. N -0.84
4. C -0.40
5. C -0.61
6. C -0.40
7. C -0.53
8. C -0.39
9. C -0.41
10. C -0.03
11. C -0.39
12. C 0.80
13. H 0.21
14. H 0.20
15. H 0.19
16. H 0.20
17. H 0.23
18. H 0.19
19. H 0.23
20. H 0.20
21. H 0.50
22. H 0.23
23. H 0.20
24. H 0.20
25. H 0.20
26. H 0.20
27. H 0.20
28. H 0.20
29. H 0.37
30. H 0.36
31. H 0.19

***

no.,electronic energy (eV)
1,-28953.1075
2,-215151.7741
3,-15227.2137